This record from the Open Molecules 2025 dataset describes a cluster of 2 separate species, C6H12N2O2 in total. The level of theory is ωB97M-V with the def2-TZVPD basis set.

Positions of all 22 atoms, in Å:
C 1.390 -0.496 0.968
C 0.267 -1.486 1.137
C 1.704 0.330 2.186
C -0.101 1.677 -0.348
O 2.130 -0.506 -0.013
H 1.348 -0.168 -1.586
H 0.202 -2.153 0.282
H 0.408 -2.065 2.055
H -0.674 -0.959 1.231
H 2.182 -0.316 2.925
H 2.384 1.142 1.937
H 0.792 0.717 2.638
H 0.967 1.879 -0.321
H -0.576 2.535 -0.828
H -0.610 1.580 0.608
C -1.966 0.282 -1.486
N -2.241 -0.863 -2.140
C -0.472 0.528 -1.377
O -2.793 0.999 -0.964
N 0.325 -0.196 -2.001
H -3.197 -1.127 -2.317
H -1.469 -1.336 -2.585

## Properties
Max |F|, eV/A: 2.924
HOMO energy, Ha: -0.342
Frontier orbital gap, eV: 10.06
Structure (SMILES): [H]/N=C(\C)C(N)=O.CC(C)=O
Electronic energy, eV: -13491.677
E_LUMO, eV: 0.74
Spin multiplicity: 1
Energy relative to the best compared isomer or geometry (same formula, charge and spin), kJ/mol: 72.3

***

This record from the Open Molecules 2025 dataset describes a cluster of 3 separate species, C4H13BNO3 in total. The level of theory is ωB97M-V with the def2-TZVPD basis set.

Positions of all 22 atoms, in Å:
B 3.498 0.043 0.928
C -1.018 -2.263 0.819
C -0.402 2.297 0.511
C -1.159 -1.335 -0.280
C -0.970 0.972 0.052
N -0.383 -0.155 0.018
O -1.267 0.649 -2.544
O 4.811 0.175 1.045
O 2.333 -0.131 0.635
H 0.020 -2.668 0.942
H -1.500 -1.904 1.743
H -1.485 -3.224 0.583
H -0.550 2.912 -0.386
H -0.931 2.637 1.351
H 0.628 2.218 0.566
H -2.182 -0.835 -0.442
H -0.888 -1.826 -1.158
H -1.978 1.032 -0.186
H -1.727 1.141 -3.225
H 0.644 -0.260 0.199
H -0.645 0.055 -3.010
H 5.150 0.467 1.839

## Properties
Max |F|, eV/A: 3.726
HOMO energy, Ha: -0.564
Charge: +1
Frontier orbital gap, eV: 12.28
Electronic energy, eV: -12663.322
E_LUMO, eV: -3.05
Spin multiplicity: 1
Energy relative to the best compared isomer or geometry (same formula, charge and spin), kJ/mol: 0.0

***

This record from the Open Molecules 2025 dataset describes an isolated molecule of C16H19N3O2S. The level of theory is ωB97M-V with the def2-TZVPD basis set.

Positions of all 41 atoms, in Å:
C -5.392 -0.881 0.573
H -5.914 -1.167 -0.337
H -4.556 -1.561 0.719
H -6.079 -0.985 1.409
C -4.897 0.565 0.481
N -3.874 0.776 -0.517
C -2.547 0.550 -0.235
C -1.538 0.865 -1.161
C -0.208 0.674 -0.866
C 0.194 0.155 0.365
C -0.792 -0.164 1.293
C -2.124 0.027 0.996
H -2.840 -0.252 1.750
H -0.522 -0.571 2.252
N 1.565 -0.002 0.561
C 2.270 -0.469 1.592
S 1.739 -1.054 3.044
N 3.657 -0.466 1.422
C 4.389 -0.053 0.347
O 3.905 0.400 -0.682
C 5.832 -0.199 0.529
C 6.858 0.111 -0.331
C 8.049 -0.228 0.341
C 7.667 -0.718 1.556
O 6.336 -0.705 1.681
H 8.233 -1.093 2.386
H 9.049 -0.123 -0.024
H 6.750 0.527 -1.311
H 4.159 -0.827 2.226
H 2.142 0.299 -0.232
H 0.541 0.932 -1.601
H -1.784 1.279 -2.125
C -4.314 0.995 -1.877
C -4.170 -0.238 -2.772
H -4.485 0.001 -3.785
H -3.137 -0.574 -2.796
H -4.784 -1.055 -2.402
H -5.365 1.291 -1.843
H -3.759 1.832 -2.314
H -4.511 0.888 1.451
H -5.741 1.217 0.238

## Properties
Max |F|, eV/A: 1.353
HOMO energy, Ha: -0.262
Frontier orbital gap, eV: 7.16
Structure (SMILES): CCN(CC)c1ccc(NC(=S)NC(=O)c2ccco2)cc1
Electronic energy, eV: -36301.170
E_LUMO, eV: 0.04
Spin multiplicity: 1
Energy relative to the best compared isomer or geometry (same formula, charge and spin), kJ/mol: 158.1

***

This record from the Open Molecules 2025 dataset describes a structure of composition C12H36O6S5. The level of theory is ωB97M-V with the def2-TZVPD basis set.

Positions of all 59 atoms, in Å:
C -36.013 -7.653 -10.575
C -35.430 -8.818 -11.344
O -34.980 -8.323 -12.547
H -36.944 -7.575 -10.991
H -35.639 -6.590 -10.463
H -35.990 -7.954 -9.501
H -35.901 -9.780 -11.269
H -34.503 -9.178 -10.760
H -34.555 -8.971 -13.073
C -35.663 -3.798 -8.329
S -36.096 -4.681 -6.866
O -35.562 -6.149 -6.951
C -35.022 -3.755 -5.800
H -34.742 -3.489 -8.246
H -36.271 -2.906 -8.296
H -36.244 -4.210 -9.120
H -35.314 -2.604 -5.630
H -34.029 -3.757 -6.225
H -34.762 -4.233 -4.744
C -32.286 -9.360 -12.074
S -33.112 -10.676 -12.795
O -34.415 -9.969 -13.241
C -32.189 -10.554 -14.341
H -32.630 -9.061 -10.931
H -32.206 -8.578 -12.569
H -31.271 -9.529 -11.764
H -32.624 -9.732 -14.963
H -32.534 -11.483 -14.932
H -31.005 -10.353 -14.135
C -32.413 -6.497 -14.386
S -32.613 -4.792 -13.803
O -32.087 -3.802 -14.777
C -34.351 -4.751 -14.175
H -31.423 -6.875 -13.985
H -32.352 -6.365 -15.462
H -33.055 -7.278 -13.997
H -34.796 -5.584 -13.565
H -34.348 -4.729 -15.288
H -34.938 -3.880 -13.825
C -36.892 -11.375 -14.614
S -36.010 -10.620 -15.966
O -36.490 -11.389 -17.222
C -36.957 -9.086 -16.089
H -37.964 -11.297 -14.669
H -36.506 -10.863 -13.705
H -36.612 -12.534 -14.664
H -36.538 -8.561 -15.464
H -38.151 -9.215 -15.884
H -36.885 -8.816 -17.187
C -36.811 -13.622 -11.237
S -35.307 -13.991 -10.326
O -34.112 -13.668 -11.234
C -35.394 -12.573 -9.190
H -36.577 -12.841 -11.942
H -37.682 -13.547 -10.690
H -37.026 -14.499 -11.869
H -34.322 -12.652 -8.672
H -36.024 -12.472 -8.146
H -35.487 -11.609 -9.723

## Properties
Max |F|, eV/A: 14.518
HOMO energy, Ha: -0.318
Frontier orbital gap, eV: 8.95
Electronic energy, eV: -79474.556
E_LUMO, eV: 0.31
Spin multiplicity: 1
Energy relative to the best compared isomer or geometry (same formula, charge and spin), kJ/mol: 336.8

***

> What is the max |F| in the first record?

2.924 eV/A

***

> What is the frontier orbital gap in the fourth record?

8.95 eV

***

> Look up the electronic energy of the fourth one.

-79474.556 eV

***

> What is the formula in the fourth record?

C12H36O6S5